12 unconnected molecules or ions with the total composition C59H137N5O12S7 at a distorted geometry. Source: the OMol25 dataset; level of theory: ωB97M-V/def2-TZVPD.

The value obtained for the energy relative to the best compared isomer or geometry (same formula, charge and spin) is 0.00 kcal per mole. Its calculated total energy is -6293.71778 hartree. Its HOMO-LUMO gap is 7.89 eV.

Geometry (Å):
C 0.024 -5.156 4.392
S 0.570 -6.802 3.816
O -0.552 -7.609 3.193
C 1.553 -6.237 2.399
H 0.885 -4.581 4.736
H -0.673 -5.239 5.223
H -0.425 -4.601 3.567
H 1.848 -5.186 2.502
H 0.928 -6.105 1.512
H 2.431 -6.863 2.284
C -0.753 -5.426 -3.968
S -1.041 -6.413 -2.467
O -0.052 -5.948 -1.412
C -2.687 -5.859 -1.905
H -0.804 -4.364 -3.742
H -1.437 -5.695 -4.780
H 0.172 -5.739 -4.456
H -2.849 -6.274 -0.912
H -3.457 -6.215 -2.586
H -2.657 -4.774 -1.785
C 4.538 1.014 -2.367
S 4.477 -0.576 -3.270
O 4.392 -1.638 -2.208
C 6.258 -0.408 -3.627
H 3.603 1.331 -1.896
H 4.852 1.901 -2.919
H 5.238 0.856 -1.544
H 6.636 -1.285 -4.150
H 6.827 -0.296 -2.708
H 6.377 0.473 -4.259
C 1.968 -8.460 -0.852
S 3.531 -7.971 -1.634
O 3.493 -8.790 -2.890
C 2.973 -6.306 -2.158
H 1.238 -8.615 -1.650
H 1.543 -7.682 -0.218
H 2.016 -9.422 -0.344
H 2.036 -6.405 -2.702
H 3.601 -5.905 -2.961
H 3.033 -5.578 -1.351
C -3.402 -8.498 1.123
S -4.892 -7.745 1.850
O -5.006 -8.242 3.250
C -4.350 -6.031 1.945
H -3.541 -9.573 1.254
H -2.514 -8.272 1.720
H -3.282 -8.314 0.058
H -4.295 -5.528 0.982
H -3.371 -6.073 2.425
H -5.104 -5.556 2.569
C 0.428 3.374 -0.278
S -1.265 3.792 -0.780
O -1.969 4.348 0.453
C -1.004 5.208 -1.901
H 0.325 2.658 0.538
H 0.897 4.262 0.149
H 1.094 2.928 -1.015
H -0.516 5.987 -1.316
H -1.969 5.595 -2.237
H -0.520 4.956 -2.843
C 5.423 -3.569 0.278
S 7.102 -3.039 0.794
O 8.024 -4.170 0.461
C 7.272 -1.815 -0.517
H 4.711 -2.770 0.474
H 5.241 -4.498 0.813
H 5.441 -3.753 -0.795
H 8.324 -1.605 -0.710
H 6.779 -0.905 -0.173
H 6.881 -2.230 -1.443
C 0.980 -2.223 -2.255
C 0.509 -1.615 -0.942
C -0.361 -0.395 -1.347
C -1.169 0.095 -0.162
C -1.895 -1.015 0.633
C -1.051 -2.227 0.998
N -0.266 -2.593 -0.183
O 0.513 -3.752 0.050
C -0.162 -1.901 2.225
C -1.993 -3.393 1.329
C 1.747 -1.134 -0.190
H 1.462 -1.479 -2.887
H 0.165 -2.690 -2.820
H 1.616 -3.104 -2.131
H 0.356 0.335 -1.732
H -1.083 -0.569 -2.151
H -1.912 0.846 -0.447
H -0.480 0.601 0.527
H -2.692 -1.345 -0.040
H -2.327 -0.528 1.507
H 0.829 -2.361 2.200
H -0.038 -0.831 2.401
H -0.550 -2.315 3.163
H -2.462 -3.218 2.301
H -2.761 -3.524 0.566
H -1.481 -4.348 1.471
H 2.386 -0.539 -0.850
H 2.386 -1.953 0.140
H 1.520 -0.511 0.680
H -0.014 -4.416 -0.438
C 3.348 2.715 1.482
C 3.709 2.001 2.800
C 2.516 2.273 3.752
C 2.375 1.289 4.893
C 2.497 -0.119 4.338
C 3.819 -0.407 3.618
N 3.857 0.565 2.517
O 4.883 0.320 1.576
C 5.017 -0.341 4.608
C 3.730 -1.826 3.084
C 5.033 2.634 3.275
H 4.236 2.820 0.864
H 2.517 2.216 0.979
H 2.926 3.699 1.710
H 2.573 3.298 4.124
H 1.596 2.265 3.154
H 3.163 1.550 5.607
H 1.429 1.399 5.421
H 1.735 -0.185 3.555
H 2.349 -0.891 5.095
H 5.128 -1.296 5.120
H 4.900 0.464 5.330
H 5.917 -0.162 4.017
H 4.675 -2.147 2.638
H 3.018 -1.942 2.263
H 3.493 -2.587 3.828
H 5.605 1.915 3.858
H 5.687 3.022 2.492
H 4.926 3.503 3.933
H 4.404 -0.068 0.831
C -0.673 3.017 5.605
C -1.927 2.727 4.714
C -3.058 2.334 5.688
C -3.789 3.508 6.315
C -4.137 4.575 5.287
C -2.990 5.065 4.418
N -2.272 3.886 3.865
O -1.146 4.317 3.128
C -3.606 5.814 3.256
C -2.100 5.983 5.277
C -1.601 1.562 3.779
H -0.320 2.010 5.834
H -0.866 3.562 6.526
H 0.052 3.593 5.028
H -3.726 1.648 5.155
H -2.595 1.809 6.527
H -3.091 3.879 7.076
H -4.624 3.150 6.919
H -4.494 5.401 5.906
H -4.914 4.146 4.647
H -3.977 5.070 2.546
H -4.422 6.472 3.557
H -2.941 6.422 2.637
H -1.095 6.160 4.885
H -2.627 6.892 5.565
H -1.778 5.521 6.220
H -2.247 1.645 2.905
H -1.878 0.630 4.280
H -0.547 1.531 3.504
H -1.495 4.272 2.218
C -6.852 2.551 -0.132
C -5.505 1.835 -0.087
C -5.700 0.325 -0.111
C -5.960 -0.247 -1.498
C -4.817 0.143 -2.414
C -4.619 1.669 -2.535
N -4.644 2.268 -1.190
O -4.452 3.672 -1.241
C -3.238 1.902 -3.163
C -5.722 2.257 -3.432
C -4.820 2.168 1.262
H -7.481 2.327 -0.992
H -6.698 3.632 -0.133
H -7.384 2.329 0.799
H -4.804 -0.153 0.294
H -6.572 0.135 0.518
H -6.978 0.038 -1.788
H -6.035 -1.339 -1.493
H -4.974 -0.294 -3.402
H -3.947 -0.321 -1.937
H -2.845 2.890 -2.945
H -2.512 1.159 -2.834
H -3.361 1.795 -4.244
H -6.655 2.392 -2.888
H -5.409 3.263 -3.720
H -5.955 1.688 -4.332
H -3.752 1.979 1.143
H -5.254 1.599 2.084
H -4.905 3.228 1.509
H -3.626 3.754 -0.732
C 2.905 5.690 -5.791
C 1.623 4.818 -5.887
C 1.398 4.507 -7.367
C 0.469 3.323 -7.648
C 0.961 2.116 -6.856
C 1.064 2.397 -5.345
N 1.874 3.595 -5.125
O 2.074 3.873 -3.759
C -0.350 2.519 -4.746
C 1.720 1.145 -4.735
C 0.504 5.705 -5.319
H 3.229 5.864 -4.764
H 2.751 6.709 -6.156
H 3.725 5.302 -6.397
H 1.059 5.339 -7.982
H 2.349 4.123 -7.753
H 0.584 3.078 -8.707
H -0.586 3.572 -7.500
H 1.997 2.055 -7.208
H 0.435 1.176 -6.986
H -0.397 2.659 -3.667
H -0.819 3.386 -5.215
H -0.932 1.645 -5.039
H 1.574 1.088 -3.654
H 1.352 0.207 -5.154
H 2.793 1.134 -4.945
H 0.576 6.703 -5.760
H 0.476 5.784 -4.237
H -0.503 5.452 -5.675
H 3.031 3.847 -3.658